[1]
{"formula": "C4H37NO15", "method": "ωB97M-V/def2-TZVPD", "symbols": ["O", "C", "C", "C", "C", "N", "H", "H", "H", "H", "H", "H", "H", "H", "H", "H", "H", "O", "H", "H", "O", "H", "H", "O", "H", "H", "O", "H", "H", "O", "H", "H", "O", "H", "H", "O", "H", "H", "O", "H", "H", "O", "H", "H", "O", "H", "H", "O", "H", "H", "O", "H", "H", "O", "H", "H", "O"], "coordinates": [[3.2680, 3.7785, -0.8351], [3.9294, 2.9843, -0.1877], [3.9365, 1.5252, -0.6666], [2.8345, 0.8152, 0.1606], [2.0804, 1.6451, 1.1095], [0.6572, 1.6225, 0.7112], [4.2458, 3.2061, 0.8830], [3.5750, 1.3282, -1.7072], [4.9903, 1.2451, -0.6362], [3.3678, 0.0045, 0.8033], [2.0504, 0.2376, -0.4752], [2.0045, 1.1043, 2.1977], [2.5818, 2.5115, 1.4047], [0.1900, 2.2108, 1.4297], [0.5827, 2.1834, -0.1790], [0.9233, -3.4749, 0.0105], [0.7985, -2.0434, -0.5205], [1.4559, -2.7348, -0.0446], [-2.5197, -0.7741, -2.5672], [-2.9578, -1.0102, -1.1403], [-3.2602, -0.7582, -2.0198], [-2.5277, -4.1750, -0.7557], [-1.3805, -3.4547, 0.0120], [-2.3541, -3.4260, -0.1910], [0.0901, -1.3713, -3.3228], [-0.6417, -2.6848, -4.0220], [-0.5128, -2.0985, -3.2753], [-1.8640, -1.1085, 1.1865], [-0.5954, -0.4274, 1.2777], [-0.9427, -1.2863, 1.4748], [-1.5175, 2.2307, -1.5518], [-1.2222, 3.7968, -1.3486], [-0.9427, 3.0083, -1.6976], [-4.3058, -0.9112, 0.6843], [-3.3797, -2.1304, 0.4467], [-3.4920, -1.2049, 0.4562], [-1.6972, 0.5015, 3.6321], [-0.4196, 1.1797, 3.3124], [-1.3869, 1.3389, 3.2487], [-4.2809, -2.5662, -1.8741], [-4.4485, -3.2872, -0.6039], [-4.8413, -2.5826, -1.1232], [0.6994, -1.0764, 3.2140], [0.1384, -1.1330, 4.8139], [0.2062, -0.6439, 3.9961], [2.2327, -0.1559, -3.0818], [0.9424, 0.5063, -2.5326], [1.2954, -0.0597, -3.2406], [-3.1601, 0.9531, -0.8398], [-2.4105, 0.8486, 0.4715], [-2.5302, 1.4151, -0.3307], [-0.9276, 4.5974, 1.3317], [0.4417, 5.3143, 1.5994], [-0.0659, 4.9538, 0.8814], [3.7892, -4.0787, -0.4898], [3.2068, -2.9710, 0.3607], [4.0710, -3.4178, 0.1506]], "forces_ev_per_a": [[1.319, 0.133, 1.034], [-2.379, 0.090, -1.617], [-0.346, 0.524, -0.608], [1.898, -3.937, 0.530], [-2.559, -3.267, 3.705], [0.266, 2.334, -0.184], [0.490, -0.076, -1.194], [0.770, 1.324, 0.502], [-0.238, -1.046, 0.517], [-0.923, 0.994, -1.299], [1.610, 1.003, 0.829], [0.527, 0.850, -2.267], [-0.056, 1.914, -0.030], [-0.131, -0.480, -0.935], [-0.347, -0.541, 1.012], [-1.548, -2.609, 0.339], [2.371, -2.173, 1.704], [-1.105, 4.865, -2.018], [2.110, -0.069, -1.625], [-0.166, -0.081, 0.071], [-1.601, 0.411, 0.312], [0.098, -0.389, -0.322], [-1.520, 0.222, -0.160], [1.773, -0.243, 0.526], [1.160, 0.535, -1.102], [0.623, 0.670, -0.308], [-1.834, -1.333, 1.450], [0.148, -0.603, 0.439], [1.181, 1.159, -0.114], [-0.977, -0.530, -0.562], [-0.011, 1.267, 0.657], [-1.507, 2.445, 1.515], [2.041, -3.434, -2.262], [-4.026, 0.866, 0.925], [-0.313, -1.702, 0.052], [4.536, 1.465, 0.481], [0.053, 0.369, -0.252], [-0.886, 0.146, 0.033], [0.530, -0.192, 0.070], [0.766, 0.684, -1.363], [-0.460, -0.214, 0.144], [-1.608, -1.274, 0.860], [-1.379, 0.306, 2.490], [0.567, -0.722, -0.267], [1.125, 0.113, -1.912], [0.315, -0.018, 0.134], [0.302, 0.024, -0.342], [-0.658, 0.275, 0.306], [-1.318, -1.037, -1.209], [-0.041, 0.923, -0.951], [1.054, 0.133, 2.267], [2.444, 1.028, -1.210], [0.328, 0.294, 0.511], [-2.854, -1.359, 0.737], [0.164, 0.005, -0.037], [1.195, -0.495, -0.363], [-0.971, 0.452, 0.359]], "lowdin_charge": [0.04, -0.27, -0.14, -0.21, -0.33, 0.02, 0.14, 0.11, 0.11, 0.14, 0.11, 0.15, 0.06, 0.06, 0.07, -0.01, 0.13, -0.07, 0.00, -0.01, -0.04, 0.07, 0.08, -0.04, -0.04, 0.04, -0.05, 0.00, -0.02, -0.06, 0.01, -0.02, -0.05, 0.05, 0.00, -0.03, 0.03, 0.01, -0.10, 0.01, 0.02, -0.04, 0.09, 0.05, -0.09, 0.05, 0.06, -0.03, 0.00, 0.05, -0.05, 0.10, 0.02, -0.09, 0.02, 0.00, -0.10], "total_energy_ha": -1357.811156, "charge": 0, "homo_lumo_gap_ev": 9.16, "multiplicity": 1, "de_lowest_kcal_mol": 169.6}


[2]
{"formula": "C22H20N2O5S", "method": "ωB97M-V/def2-TZVPD", "symbols": ["C", "O", "C", "O", "C", "C", "C", "C", "C", "C", "N", "C", "O", "C", "C", "C", "C", "C", "C", "N", "C", "S", "O", "O", "C", "C", "C", "C", "C", "C", "H", "H", "H", "H", "H", "H", "H", "H", "H", "H", "H", "H", "H", "H", "H", "H", "H", "H", "H", "H"], "coordinates": [[-1.4955, -3.6590, 0.9692], [-2.4690, -2.7546, 0.4759], [-2.3514, -1.4871, 0.8813], [-1.4969, -1.1443, 1.6789], [-3.3546, -0.6041, 0.2618], [-4.5210, -1.1387, -0.2834], [-5.4211, -0.3321, -0.9490], [-5.1525, 1.0210, -1.1022], [-4.0044, 1.5721, -0.5685], [-3.1039, 0.7745, 0.1320], [-1.9478, 1.3131, 0.6857], [-1.0783, 2.1033, -0.0247], [-1.3626, 2.7564, -0.9994], [0.2727, 2.1315, 0.6233], [0.3822, 2.4646, 1.9681], [1.6218, 2.5641, 2.5731], [2.7655, 2.3243, 1.8305], [2.6696, 1.9704, 0.4977], [1.4252, 1.8649, -0.1209], [1.2931, 1.4601, -1.4592], [2.3202, 1.8317, -2.4034], [0.7001, -0.0994, -1.6712], [0.7415, -0.3901, -3.0706], [-0.5411, -0.2451, -0.9758], [1.9322, -1.0711, -0.8067], [3.0561, -1.5023, -1.4846], [4.0566, -2.1576, -0.7847], [3.9214, -2.3652, 0.5793], [2.7851, -1.9340, 1.2466], [1.7820, -1.2777, 0.5518], [-0.5078, -3.3967, 0.5820], [-1.4663, -3.6305, 2.0612], [-1.7915, -4.6447, 0.6189], [-4.7085, -2.1959, -0.1766], [-6.3245, -0.7561, -1.3607], [-5.8467, 1.6504, -1.6390], [-3.7845, 2.6194, -0.6932], [-1.5001, 0.6633, 1.3309], [-0.5155, 2.6696, 2.5323], [1.6962, 2.8333, 3.6155], [3.7389, 2.4037, 2.2912], [3.5687, 1.7698, -0.0642], [3.2697, 1.3102, -2.2347], [2.4791, 2.9074, -2.3461], [1.9462, 1.5697, -3.3900], [3.1194, -1.3360, -2.5487], [4.9389, -2.5040, -1.3014], [4.7039, -2.8721, 1.1241], [2.6794, -2.1055, 2.3067], [0.8799, -0.9448, 1.0413]], "forces_ev_per_a": [[0.338, -0.158, 0.303], [-0.291, 0.194, -0.213], [0.152, -0.180, 0.288], [-0.085, -0.127, -0.028], [-0.145, 0.295, -0.213], [0.052, 0.049, 0.067], [-0.084, -0.052, -0.035], [0.064, -0.090, 0.050], [0.024, 0.058, 0.004], [-0.357, -0.169, -0.102], [0.084, -0.069, 0.408], [-0.230, 0.264, 0.348], [0.011, 0.047, -0.146], [0.297, 0.139, -0.057], [-0.029, -0.042, -0.099], [0.076, -0.018, 0.014], [0.000, 0.049, 0.070], [-0.110, -0.007, -0.232], [-0.110, 0.357, 0.900], [-0.605, -0.903, -0.415], [0.248, 0.030, -0.479], [0.420, -0.279, 0.048], [0.312, 0.094, -0.033], [0.323, 0.017, 0.079], [-0.489, 0.282, -0.338], [0.071, -0.020, -0.189], [0.003, 0.040, -0.025], [0.024, -0.025, 0.017], [-0.028, 0.026, -0.029], [-0.110, -0.058, 0.167], [-0.075, -0.038, 0.030], [0.017, -0.052, -0.117], [0.013, 0.063, 0.001], [-0.004, -0.060, -0.027], [-0.065, -0.043, -0.023], [-0.042, 0.063, -0.038], [0.009, 0.054, 0.017], [-0.029, 0.188, -0.168], [-0.090, 0.011, 0.048], [-0.001, 0.036, 0.091], [0.077, 0.004, 0.034], [0.080, -0.060, -0.076], [0.027, 0.058, -0.011], [-0.022, -0.025, 0.037], [0.190, 0.153, -0.040], [0.086, -0.026, -0.131], [0.058, -0.034, -0.052], [0.064, -0.049, 0.045], [-0.020, -0.009, 0.100], [-0.101, 0.018, 0.147]], "lowdin_charge": [-0.03, -0.03, -0.44, 0.08, -0.07, -0.01, -0.08, -0.06, 0.00, -0.17, 0.13, -0.44, 0.11, -0.08, -0.01, -0.07, -0.07, -0.01, -0.23, -0.20, -0.07, 0.72, -0.26, -0.23, -0.26, -0.06, -0.07, -0.07, -0.06, -0.06, 0.09, 0.10, 0.10, 0.12, 0.10, 0.11, 0.11, 0.11, 0.12, 0.10, 0.11, 0.11, 0.08, 0.11, 0.09, 0.11, 0.11, 0.10, 0.11, 0.10], "total_energy_ha": -1734.277882, "charge": 0, "homo_lumo_gap_ev": 9.10, "multiplicity": 1, "de_lowest_kcal_mol": 15.3, "smiles": "COC(=O)c1ccccc1NC(=O)c1ccccc1N(C)S(=O)(=O)c1ccccc1"}


[3]
{"formula": "C29H34N4O2Pb", "method": "ωB97M-V/def2-TZVPD", "symbols": ["Pb", "C", "N", "C", "C", "C", "N", "C", "C", "C", "C", "C", "C", "C", "O", "C", "C", "C", "N", "C", "C", "C", "C", "C", "C", "C", "O", "H", "H", "H", "H", "H", "H", "H", "H", "H", "H", "H", "H", "H", "H", "H", "H", "H", "H", "H", "H", "H", "H", "H", "H", "H", "C", "C", "C", "C", "C", "C", "C", "C", "N", "H", "H", "H", "H", "H", "H", "H", "H", "H"], "coordinates": [[0.0536, 0.3103, -0.2061], [-1.1073, 0.6205, -3.1673], [-1.2892, -0.5954, -2.3577], [-2.7309, -0.8081, -2.1414], [-3.1324, -1.7198, -0.9853], [-2.9993, -1.1308, 0.4225], [-1.6222, -1.1347, 0.9238], [-1.3588, -1.8747, 1.9328], [-0.0749, -2.0807, 2.5763], [0.0247, -3.2326, 3.3855], [1.1863, -3.5673, 4.0312], [2.2919, -2.7085, 3.8880], [2.2170, -1.5623, 3.1394], [1.0268, -1.1938, 2.4627], [0.9931, -0.0688, 1.8083], [-0.6064, -1.6852, -3.0828], [-0.4361, -3.0440, -2.4094], [0.1450, -3.0225, -0.9919], [1.0381, -1.8865, -0.8009], [2.2909, -2.1173, -0.6598], [3.3487, -1.1378, -0.5563], [4.5948, -1.5957, -0.0867], [5.6724, -0.7580, 0.0410], [5.5088, 0.5873, -0.3365], [4.3155, 1.0578, -0.8242], [3.1818, 0.2147, -0.9593], [2.0678, 0.6755, -1.4408], [-1.5257, 0.4881, -4.1736], [-0.0406, 0.8383, -3.2544], [-1.6048, 1.4583, -2.6787], [-3.1835, -1.1703, -3.0774], [-3.1579, 0.1772, -1.9426], [-2.6171, -2.6792, -1.0292], [-4.1921, -1.9468, -1.1319], [-3.6348, -1.7023, 1.1071], [-3.3562, -0.0973, 0.4233], [-2.1807, -2.4750, 2.3451], [-0.8498, -3.8693, 3.4794], [1.2493, -4.4611, 4.6358], [3.2235, -2.9496, 4.3882], [3.0634, -0.8950, 3.0330], [0.3905, -1.3019, -3.3050], [-1.1151, -1.8334, -4.0480], [0.2510, -3.5860, -3.0665], [-1.3639, -3.6207, -2.4139], [0.6612, -3.9666, -0.7904], [-0.6604, -2.9443, -0.2677], [2.6113, -3.1649, -0.6130], [4.6855, -2.6429, 0.1874], [6.6203, -1.1211, 0.4130], [6.3459, 1.2712, -0.2473], [4.1969, 2.0928, -1.1232], [0.6469, 3.6022, -0.9137], [-0.4943, 4.1413, -0.1174], [-0.5452, 5.4686, 0.2308], [-1.6092, 5.9902, 0.9735], [-2.6448, 5.1664, 1.4156], [-2.6484, 3.8205, 1.1325], [-3.7393, 2.9153, 1.6197], [-1.5899, 3.2737, 0.3023], [-1.7695, 2.0307, -0.0848], [1.3154, 4.4050, -1.2214], [0.3079, 3.0745, -1.8063], [1.2404, 2.8837, -0.3440], [0.2562, 6.1244, -0.0890], [-1.6245, 7.0455, 1.2159], [-3.4447, 5.5854, 2.0146], [-4.2587, 3.3634, 2.4667], [-3.3380, 1.9457, 1.9159], [-4.4762, 2.7235, 0.8347]], "forces_ev_per_a": [[0.494, 0.111, -0.166], [-0.006, -0.085, 0.121], [-0.099, -0.132, -0.043], [0.194, 0.044, -0.033], [-0.052, -0.046, 0.014], [0.262, 0.024, 0.048], [-0.284, -0.062, -0.015], [0.058, -0.004, -0.017], [-0.305, -0.098, 0.025], [-0.023, 0.086, -0.076], [0.143, 0.139, -0.050], [-0.004, -0.131, 0.104], [-0.036, 0.013, -0.049], [0.141, 0.202, -0.151], [-0.008, -0.312, 0.177], [-0.067, 0.168, 0.076], [0.037, -0.043, -0.089], [0.093, 0.147, -0.018], [-0.128, -0.232, 0.067], [-0.006, 0.144, -0.006], [-0.027, -0.324, 0.075], [-0.108, -0.046, -0.031], [-0.043, 0.168, -0.049], [0.075, -0.022, 0.023], [0.022, -0.007, -0.036], [-0.250, 0.126, -0.093], [0.295, -0.045, 0.127], [-0.019, 0.035, -0.023], [-0.024, 0.008, -0.006], [0.034, 0.007, -0.006], [-0.019, -0.059, 0.008], [-0.042, 0.001, -0.012], [-0.028, 0.014, 0.000], [-0.018, 0.020, 0.004], [-0.038, -0.043, 0.017], [0.031, 0.010, -0.048], [0.031, -0.016, 0.073], [0.009, 0.010, -0.001], [0.018, 0.009, 0.004], [-0.023, -0.010, -0.008], [0.002, -0.026, 0.018], [0.012, -0.006, 0.021], [0.006, -0.044, -0.020], [-0.014, -0.026, 0.025], [-0.013, 0.036, 0.010], [0.059, -0.026, -0.014], [0.002, 0.024, 0.020], [0.060, -0.016, -0.004], [-0.006, 0.023, 0.000], [-0.001, 0.021, -0.001], [-0.007, -0.022, 0.007], [0.031, -0.024, 0.011], [-0.006, -0.014, 0.007], [-0.187, -0.142, 0.027], [-0.101, 0.018, 0.111], [0.015, 0.044, -0.012], [0.081, -0.022, 0.013], [0.018, 0.085, 0.040], [-0.032, 0.013, -0.005], [-0.019, -0.409, -0.259], [-0.211, 0.714, 0.068], [-0.021, 0.024, 0.005], [-0.027, -0.032, 0.007], [0.027, 0.016, -0.007], [-0.025, -0.002, 0.013], [0.008, -0.029, 0.002], [-0.001, -0.004, -0.007], [0.000, 0.013, -0.028], [0.038, 0.032, 0.021], [0.034, 0.011, -0.009]], "lowdin_charge": [1.49, -0.12, -0.28, -0.19, -0.15, -0.21, -0.07, -0.11, -0.15, -0.06, -0.11, -0.08, -0.02, -0.38, -0.24, -0.20, -0.16, -0.21, -0.04, -0.09, -0.15, -0.06, -0.11, -0.09, -0.02, -0.39, -0.25, 0.10, 0.08, 0.06, 0.13, 0.11, 0.09, 0.12, 0.11, 0.09, 0.13, 0.11, 0.09, 0.10, 0.12, 0.12, 0.12, 0.12, 0.10, 0.12, 0.08, 0.13, 0.11, 0.09, 0.10, 0.11, -0.06, -0.19, -0.05, -0.06, -0.05, -0.21, -0.05, -0.33, 0.08, 0.09, 0.07, 0.05, 0.11, 0.10, 0.11, 0.08, 0.07, 0.09], "total_energy_ha": -1687.742966, "charge": 0, "homo_lumo_gap_ev": [6.19, 5.49], "multiplicity": 1}


[4]
{"formula": "C4H12NO4S", "method": "ωB97M-V/def2-TZVPD", "symbols": ["O", "C", "N", "C", "O", "C", "C", "S", "H", "H", "H", "H", "H", "H", "H", "H", "H", "H", "O", "H", "H", "O"], "coordinates": [[0.2140, 3.0332, 0.0923], [0.2442, 1.8026, 0.1281], [1.2666, 1.1425, -0.5075], [1.6569, -0.3444, -0.6088], [0.8571, -1.2028, 0.0178], [-0.8516, 1.0507, 0.8565], [-0.3806, 0.6681, 2.2625], [-1.5371, -0.4411, 3.1221], [1.9189, 1.7767, -0.9441], [1.7268, -0.5314, -1.7019], [2.6829, -0.3602, -0.1691], [-1.7281, 1.6921, 0.9665], [-1.1518, 0.1637, 0.3161], [0.5537, 0.1331, 2.1478], [-0.2452, 1.5514, 2.8844], [-1.2746, -1.5568, 2.4102], [-0.4932, 0.2795, -2.3959], [-0.8047, -1.2091, -2.5136], [-0.9641, -0.3420, -2.9558], [0.1441, -2.0316, -0.8928], [-1.3295, -2.6785, -0.9981], [-0.5043, -2.5956, -1.5165]], "forces_ev_per_a": [[-0.068, 0.153, 0.178], [0.642, 0.042, -0.792], [-0.924, -0.476, 0.483], [0.191, 0.162, 0.384], [-0.205, 0.224, 0.095], [-0.132, -0.037, 0.423], [0.063, -0.435, -0.601], [-0.062, -0.047, 0.085], [-0.035, 0.121, 0.046], [0.134, 0.117, 0.098], [-0.049, 0.116, -0.347], [0.186, 0.207, -0.273], [0.174, -0.276, -0.099], [0.237, -0.053, 0.213], [-0.026, -0.043, 0.073], [0.065, 0.289, 0.013], [0.079, 0.155, 0.086], [-0.074, 0.022, -0.050], [-0.054, -0.019, -0.143], [-0.341, -0.117, 0.223], [0.758, 0.099, -0.397], [-0.559, -0.205, 0.300]], "lowdin_charge": [-0.01, -0.51, 0.08, -0.40, -0.25, -0.20, -0.57, 0.66, 0.12, 0.10, 0.10, 0.11, 0.09, 0.06, 0.07, -0.15, -0.01, -0.02, -0.11, -0.02, 0.03, -0.17], "total_energy_ha": -913.586643, "charge": -1, "homo_lumo_gap_ev": 7.84, "multiplicity": 1, "de_lowest_kcal_mol": 11.9}


| no. | M (g/mol) |
| --- | --- |
| 1 | 339.3 |
| 2 | 424.5 |
| 3 | 677.8 |
| 4 | 170.2 |